[1]
Below is a structure of composition C11H16N3, with properties calculated with ωB97M-V/def2-TZVPD.

Cartesian coordinates (Å):
N (-3.354, 0.474, 0.040)
H (3.369, 1.325, -0.852)
N (-1.233, -1.313, 0.353)
C (0.770, 0.679, 0.005)
H (-3.614, -1.203, -1.339)
H (0.864, -1.045, 1.865)
H (1.262, -0.959, -2.071)
H (-2.444, 3.044, -0.146)
H (2.295, -2.062, 1.137)
C (1.537, -1.291, -1.048)
C (-0.328, 2.698, -0.049)
H (3.725, 0.498, 0.639)
H (-4.010, 0.873, 0.659)
C (-1.626, 2.253, -0.013)
C (3.272, 0.417, -0.245)
H (1.709, 2.323, -0.026)
C (-1.029, -0.045, 0.038)
N (0.795, 1.939, 0.048)
H (-2.670, -2.858, 0.658)
H (2.267, -1.983, -1.356)
C (1.916, -0.230, 0.020)
C (-2.033, 0.876, 0.125)
H (2.563, -0.513, 1.936)
H (0.824, -1.998, -0.778)
C (1.900, -1.078, 1.305)
H (3.810, -0.302, -0.728)
C (-3.535, -0.957, -0.310)
C (-2.413, -1.797, 0.279)
H (-0.011, 3.664, -0.224)
H (-4.577, -1.430, 0.080)

Values from the calculation:
Energy above the lowest of the compared OMol25 structures with the same formula, charge and spin (kcal per mole): 95.8
Charge: +1
HOMO energy (hartree): -0.4405

***

[2]
Below is a cluster of 2 separate species, C23H27F6Si in total, with properties calculated with ωB97M-V/def2-TZVPD.

Cartesian coordinates (Å):
C (-0.118, 4.574, -4.043)
H (3.296, -0.015, 5.040)
C (-0.658, -3.391, -2.243)
H (-2.857, 0.230, -0.496)
C (-1.668, 1.034, -2.070)
C (-0.837, 0.943, -3.227)
H (-1.810, -1.249, 3.364)
C (-1.373, -5.740, -1.663)
H (-2.060, 4.454, -2.150)
H (0.061, -1.387, -2.404)
C (-0.747, -2.019, -2.048)
H (4.426, -1.111, 1.031)
H (2.666, -1.443, 4.190)
H (-2.938, -0.263, 2.419)
C (-2.610, -3.727, -0.853)
C (-0.258, 2.073, -3.783)
C (4.446, 1.810, 2.601)
H (-3.319, -4.395, -0.365)
H (0.722, -0.919, 2.431)
H (-0.657, -0.019, -3.698)
H (2.678, -1.457, 1.005)
H (0.507, 1.989, -4.553)
H (5.475, 1.424, 2.605)
C (3.427, -0.654, 1.046)
C (1.465, 1.157, 2.514)
C (-0.678, 3.344, -3.384)
C (-1.928, -0.683, 2.426)
H (-2.466, 1.882, 2.463)
H (4.325, 2.447, 1.714)
H (4.316, 2.438, 3.495)
H (3.316, -0.040, 0.141)
H (0.091, -3.809, -2.907)
H (1.373, 1.769, 3.432)
H (4.408, -1.092, 4.169)
F (-0.066, -6.092, -1.839)
H (-0.990, 2.325, 3.328)
F (-2.079, -6.298, -2.699)
C (-1.860, -1.438, -1.379)
F (-0.691, 4.800, -5.270)
H (-1.860, -1.408, 1.606)
H (-3.636, -1.958, -0.245)
C (3.409, -0.635, 4.140)
F (-1.802, -6.356, -0.516)
H (-1.051, 2.452, 1.570)
C (0.403, 0.128, 2.391)
C (-1.376, 1.839, 2.420)
C (-0.912, 0.417, 2.335)
C (-2.768, -2.356, -0.774)
C (-1.548, -4.248, -1.592)
C (-2.124, 2.346, -1.754)
F (1.228, 4.463, -4.251)
C (-2.114, -0.041, -1.248)
H (1.465, 1.876, 1.674)
C (-1.657, 3.476, -2.396)
Si (3.217, 0.391, 2.583)
H (-2.889, 2.454, -0.983)
F (-0.315, 5.706, -3.300)

Values from the calculation:
Charge: +1
HOMO energy (hartree): -0.4146

***

[3]
Below is a cluster of 11 separate species, C21H64N12O11 in total, with properties calculated with ωB97M-V/def2-TZVPD.

Cartesian coordinates (Å):
H (-30.243, -10.388, 3.422)
C (-29.574, -10.038, 4.261)
H (-31.257, -8.878, 6.189)
N (-28.432, -12.868, 7.713)
H (-26.027, -12.457, 4.426)
H (-28.533, -11.172, 6.561)
C (-31.296, -9.944, 6.049)
N (-32.780, -14.778, 8.617)
C (-25.889, -14.088, 3.288)
H (-24.888, -14.282, 3.437)
H (-32.324, -11.580, 0.564)
N (-31.392, -19.048, 3.018)
H (-28.346, -12.969, 5.284)
H (-33.111, -9.011, 3.006)
H (-29.529, -18.802, 6.981)
H (-26.749, -14.695, -0.873)
H (-31.979, -10.078, 5.142)
H (-31.917, -12.275, 3.097)
H (-30.413, -18.035, 10.597)
H (-31.196, -13.425, 5.932)
H (-34.706, -15.010, -0.464)
O (-32.140, -17.601, 1.254)
C (-26.451, -15.262, -0.002)
C (-29.928, -17.458, 8.584)
H (-33.247, -13.761, 4.164)
H (-32.863, -12.762, 7.271)
C (-30.396, -18.453, 9.650)
C (-27.616, -16.006, 0.688)
H (-30.473, -16.506, 8.660)
N (-29.964, -9.553, 0.392)
N (-33.015, -12.649, 8.280)
H (-28.784, -15.514, 2.252)
H (-32.404, -15.682, 5.444)
N (-34.393, -11.814, 2.934)
N (-30.413, -12.447, 8.544)
N (-33.395, -9.902, 2.612)
C (-33.203, -13.653, 9.103)
H (-29.395, -14.702, 0.811)
H (-31.445, -18.698, 9.562)
H (-33.515, -11.813, 8.585)
H (-30.798, -15.368, 5.114)
H (-29.720, -17.906, 0.664)
C (-29.640, -13.234, 7.821)
C (-31.340, -13.118, 3.326)
C (-30.557, -10.709, 0.614)
H (-28.045, -12.262, 8.423)
O (-26.015, -13.964, 5.613)
H (-28.299, -13.094, 3.596)
H (-31.725, -10.449, 6.927)
H (-29.882, -19.472, 9.645)
N (-31.780, -14.070, 0.067)
H (-30.151, -17.149, 6.497)
H (-32.243, -9.843, 0.326)
H (-33.147, -15.727, -0.708)
H (-32.724, -15.492, 9.352)
O (-33.587, -12.663, 0.609)
H (-26.368, -14.887, 5.760)
O (-33.510, -13.345, 10.468)
H (-30.130, -8.681, 0.982)
C (-30.200, -18.003, 7.223)
H (-31.139, -13.441, 0.522)
H (-27.256, -16.810, 1.448)
O (-30.102, -14.430, 7.278)
H (-26.370, -15.026, 3.037)
H (-28.646, -16.686, 9.588)
H (-29.962, -11.761, 9.116)
H (-34.956, -12.362, 3.501)
H (-34.096, -12.227, 2.037)
H (-32.370, -14.836, 7.692)
H (-31.157, -18.349, 7.172)
H (-28.647, -10.381, 3.979)
H (-32.855, -10.214, 1.764)
H (-31.155, -13.797, 2.493)
O (-32.118, -13.286, 5.653)
N (-30.013, -18.442, 1.474)
H (-26.033, -13.402, 2.445)
H (-29.390, -19.172, 1.887)
H (-27.852, -13.542, 7.214)
O (-28.265, -16.874, 0.030)
C (-28.522, -15.001, 1.357)
C (-31.224, -18.409, 1.865)
H (-30.341, -12.715, 3.517)
H (-31.538, -12.480, 8.519)
H (-28.946, -9.773, 0.240)
H (-25.669, -14.850, 0.609)
C (-26.394, -13.463, 4.563)
H (-31.754, -15.917, 3.867)
C (-33.094, -13.823, 0.101)
H (-29.461, -8.939, 4.131)
O (-29.075, -10.346, 6.428)
C (-34.019, -10.684, 3.444)
C (-27.901, -13.553, 4.498)
N (-31.817, -10.675, 0.659)
H (-28.156, -14.092, 1.768)
H (-32.217, -18.767, 3.509)
H (-27.738, -17.611, -0.291)
C (-31.753, -15.196, 4.710)
C (-32.126, -13.742, 4.472)
H (-25.908, -16.175, -0.431)
H (-31.420, -14.903, -0.420)
O (-28.694, -17.226, 8.785)
H (-30.054, -11.620, 5.636)
O (-34.307, -10.251, 4.693)
O (-29.938, -11.944, 0.697)
N (-33.694, -14.868, -0.415)
C (-29.991, -10.556, 5.623)
H (-28.269, -14.540, 4.402)
H (-30.749, -19.661, 3.569)

Values from the calculation:
Energy above the lowest of the compared OMol25 structures with the same formula, charge and spin (kcal per mole): 307.4
Charge: 0
HOMO energy (hartree): -0.3096

***

[4]
Below is a structure of composition C33H37CrN8O3, with properties calculated with ωB97M-V/def2-TZVPD.

Cartesian coordinates (Å):
H (-0.461, -4.031, -0.582)
H (3.765, -3.052, 0.890)
H (-1.790, 2.413, 0.147)
H (3.404, 2.505, -1.417)
C (1.996, 2.951, 1.534)
H (-4.488, 0.334, 2.736)
C (4.190, 5.151, -3.116)
H (-2.095, -5.183, -2.088)
H (-0.303, -2.037, -7.042)
N (3.526, 4.546, -2.040)
C (-1.700, -1.563, 3.298)
H (-2.813, -0.709, 1.644)
H (-3.375, 0.561, -1.095)
C (0.745, 2.894, 0.910)
H (3.724, 4.159, 2.046)
O (-1.031, 4.120, 0.092)
H (1.348, -3.081, 5.037)
N (4.678, 2.931, -3.089)
N (-1.259, 1.561, 0.344)
C (-4.292, 0.009, 4.731)
C (-0.023, -2.793, -5.114)
N (-1.486, -2.240, -0.568)
N (-1.657, 0.233, 0.063)
H (0.615, 0.321, -6.330)
H (-2.811, -2.334, 5.006)
C (0.054, -1.786, -6.034)
C (0.517, -2.681, 4.529)
C (0.591, -2.193, 3.245)
C (0.817, -1.183, -3.495)
C (-3.352, -3.478, -2.207)
H (0.648, -3.295, -3.043)
H (-3.454, 2.317, 3.702)
N (2.473, -1.393, -1.580)
H (-0.690, -3.066, 6.243)
O (1.499, -2.096, 0.351)
C (-0.504, -1.680, 2.609)
H (1.544, -2.098, 2.759)
C (4.952, 4.150, -3.720)
H (-2.074, 1.290, 4.158)
H (4.588, -2.726, -0.678)
H (2.868, 6.126, 1.120)
H (-2.401, 1.625, 2.392)
C (-2.608, -0.125, -0.756)
H (3.379, -3.998, -0.452)
C (-3.554, -2.171, -1.787)
Cr (-0.155, -1.092, 0.600)
H (-4.780, 0.939, 4.957)
O (0.618, 0.620, 1.136)
H (3.898, 6.115, -3.485)
C (-1.369, -3.527, -0.919)
H (-3.974, -3.921, -2.934)
C (3.834, 3.231, -2.101)
H (0.665, 6.131, -0.217)
C (1.250, -0.707, -2.107)
H (0.521, -0.845, -1.287)
H (-3.721, -1.866, 2.654)
C (2.767, 4.119, 1.540)
C (2.479, -2.093, -0.434)
C (-0.699, -2.643, 5.234)
H (1.417, 0.391, -2.125)
H (-4.526, -1.669, -2.038)
H (-3.558, -0.315, 5.497)
C (-2.981, -1.046, 2.677)
C (-1.794, -2.139, 4.591)
H (-5.069, -0.794, 4.675)
C (3.613, -2.990, -0.152)
H (5.570, 4.185, -4.572)
C (-0.015, 1.648, 0.779)
C (2.288, 5.243, 0.922)
C (0.164, 4.123, 0.332)
H (2.429, 2.062, 1.965)
N (0.865, -0.265, -4.421)
H (3.339, -1.327, -2.083)
C (0.506, -2.509, -3.825)
H (-0.399, -3.764, -5.445)
C (0.522, -0.538, -5.681)
H (2.880, 4.938, -1.360)
C (-2.831, 1.432, 3.391)
C (-2.590, -1.556, -1.000)
C (-2.246, -4.180, -1.719)
N (-3.670, 0.164, 3.346)
C (1.055, 5.234, 0.254)

Values from the calculation:
Expectation value of S²: 3.8696
Energy above the lowest of the compared OMol25 structures with the same formula, charge and spin (kcal per mole): 65.3
Charge: +2
HOMO energy (spin up / spin down) (hartree): -0.4242 / -0.4245
Spin multiplicity: 4

***

Max |F| readings, ordered: 7.00, 2.19, 12.11, 5.56 eV/Å